# 1
{"formula": "C19H44FN2O6P", "method": "ωB97M-V with the def2-TZVPD basis set", "multiplicity": 1, "homo_lumo_gap_ev": 8.6, "energy_ha": -1752.54559, "e_homo_ev": -8.2096, "smiles": "COCCCC[C@@](F)(OC=O)P(=O)(O)O.CCN(CC)CC.CCN(CC)CC", "e_lumo_ev": 0.40, "elements": ["C", "O", "C", "C", "C", "C", "C", "F", "O", "C", "O", "P", "O", "O", "O", "H", "H", "H", "H", "H", "H", "H", "H", "H", "H", "H", "H", "H", "H", "C", "C", "N", "C", "C", "C", "C", "H", "H", "H", "H", "H", "H", "H", "H", "H", "H", "H", "H", "H", "H", "H", "C", "C", "N", "C", "C", "C", "C", "H", "H", "H", "H", "H", "H", "H", "H", "H", "H", "H", "H", "H", "H", "H"], "positions_angstrom": [[6.266, -1.513, 4.634], [5.376, -0.455, 4.345], [4.675, -0.602, 3.127], [3.833, 0.638, 2.907], [2.847, 0.965, 4.047], [1.361, 0.763, 3.701], [0.614, -0.273, 4.515], [0.767, -0.007, 5.855], [-0.760, -0.180, 4.159], [-1.712, 0.098, 5.122], [-1.982, -0.613, 6.025], [1.073, -2.056, 4.266], [0.076, -3.018, 4.722], [1.428, -2.096, 2.706], [2.524, -2.170, 4.919], [6.411, -2.166, 3.767], [7.233, -1.097, 4.923], [5.877, -2.116, 5.461], [5.386, -0.718, 2.297], [4.050, -1.504, 3.158], [3.294, 0.521, 1.962], [4.516, 1.480, 2.771], [2.977, 2.016, 4.306], [3.114, 0.402, 4.943], [1.234, 0.502, 2.649], [0.797, 1.687, 3.858], [-2.222, 1.048, 4.901], [0.799, -2.696, 2.278], [2.450, -2.509, 5.821], [-1.174, 3.771, 1.956], [-1.879, 3.464, 0.644], [-1.044, 2.737, -0.297], [-1.606, 2.663, -1.634], [-2.911, 1.881, -1.824], [-0.445, 1.513, 0.208], [-1.382, 0.429, 0.756], [-0.242, 4.309, 1.780], [-1.817, 4.392, 2.582], [-0.948, 2.864, 2.518], [-2.153, 4.406, 0.160], [-2.827, 2.948, 0.868], [-0.839, 2.243, -2.291], [-1.764, 3.691, -1.975], [-2.753, 0.804, -1.771], [-3.328, 2.100, -2.809], [-3.664, 2.151, -1.082], [0.257, 1.790, 0.999], [0.171, 1.097, -0.594], [-2.162, 0.855, 1.390], [-0.816, -0.272, 1.372], [-1.867, -0.144, -0.034], [-1.168, -3.498, -6.868], [-1.332, -2.000, -6.666], [-2.406, -1.660, -5.748], [-2.756, -0.251, -5.761], [-1.702, 0.754, -5.281], [-2.340, -2.282, -4.435], [-1.091, -2.028, -3.580], [-2.105, -3.949, -7.196], [-0.411, -3.684, -7.631], [-0.843, -4.004, -5.959], [-1.583, -1.541, -7.626], [-0.359, -1.575, -6.369], [-3.662, -0.131, -5.161], [-3.038, 0.004, -6.787], [-1.585, 0.726, -4.198], [-2.009, 1.767, -5.549], [-0.727, 0.576, -5.736], [-2.451, -3.360, -4.569], [-3.229, -1.964, -3.884], [-0.175, -2.112, -4.168], [-1.035, -2.769, -2.780], [-1.099, -1.043, -3.114]], "mulliken_charge": [-0.782, -0.336, -0.514, -0.790, -0.810, 0.021, 0.635, -0.369, -0.161, -0.029, -0.404, 0.767, -0.730, -0.543, -0.496, 0.369, 0.249, 0.221, 0.452, 0.271, 0.343, 0.421, 0.381, 0.490, -0.074, 0.364, 0.387, 0.318, 0.357, -1.178, -0.339, 0.170, -0.852, -0.855, -0.769, -0.477, 0.325, 0.477, -0.030, 0.507, 0.260, 0.450, 0.398, 0.064, 0.364, 0.391, 0.312, 0.293, 0.163, 0.061, 0.278, -1.431, -0.310, 0.128, -0.805, -0.564, -0.783, -0.620, 0.334, 0.431, 0.295, 0.441, 0.249, 0.386, 0.366, -0.240, 0.418, 0.355, 0.381, 0.330, 0.251, 0.380, -0.014]}

# 2
{"formula": "C19H45Cl2O9PS6", "method": "ωB97M-V with the def2-TZVPD basis set", "multiplicity": 1, "homo_lumo_gap_ev": 8.3, "energy_ha": -5078.60294, "e_homo_ev": -8.2886, "e_lumo_ev": -0.02, "elements": ["C", "C", "C", "Cl", "C", "C", "C", "O", "C", "O", "P", "O", "Cl", "H", "H", "H", "H", "H", "H", "H", "H", "H", "C", "S", "O", "C", "H", "H", "H", "H", "H", "H", "C", "S", "O", "C", "H", "H", "H", "H", "H", "H", "C", "S", "O", "C", "H", "H", "H", "H", "H", "H", "C", "S", "O", "C", "H", "H", "H", "H", "H", "H", "C", "S", "O", "C", "H", "H", "H", "H", "H", "H", "C", "S", "O", "C", "H", "H", "H", "H", "H", "H"], "positions_angstrom": [[1.007, -3.375, -1.045], [0.407, -2.201, -0.888], [-0.489, -0.844, -0.748], [-0.105, -0.169, 0.929], [-2.050, -1.324, -0.896], [-3.115, -0.179, -0.490], [-4.357, -0.955, 0.255], [-0.253, 0.089, -1.840], [0.366, 1.313, -1.395], [1.643, 1.384, -1.256], [-0.596, 2.954, -1.027], [-1.339, 2.825, 0.518], [-2.199, 3.013, -2.462], [1.110, -4.527, -1.149], [-2.148, -2.238, -0.183], [-2.194, -1.746, -1.970], [-3.492, 0.331, -1.471], [-2.698, 0.624, 0.233], [-4.360, -2.066, -0.106], [-4.203, -0.988, 1.411], [-5.354, -0.424, -0.007], [-0.657, 2.559, 1.191], [-1.548, 6.856, 2.916], [-0.863, 5.847, 1.583], [-0.123, 4.710, 2.216], [0.363, 7.060, 1.045], [-2.319, 6.277, 3.426], [-0.762, 7.119, 3.627], [-1.993, 7.760, 2.497], [1.030, 7.309, 1.873], [-0.144, 7.958, 0.687], [0.946, 6.625, 0.230], [-2.671, 9.778, -2.723], [-1.440, 8.641, -2.045], [-0.701, 9.371, -0.968], [-0.384, 8.619, -3.510], [-3.423, 9.971, -1.956], [-2.194, 10.718, -3.007], [-3.149, 9.321, -3.591], [-0.049, 9.631, -3.745], [-0.937, 8.200, -4.352], [0.484, 7.991, -3.300], [-1.809, -4.479, -4.929], [-0.573, -5.610, -4.252], [0.160, -4.879, -3.173], [0.487, -5.625, -5.715], [-2.563, -4.291, -4.163], [-1.336, -3.536, -5.211], [-2.284, -4.936, -5.799], [0.816, -4.610, -5.947], [-0.063, -6.045, -6.559], [1.357, -6.249, -5.504], [5.139, -6.513, 0.146], [3.959, -5.712, 1.255], [2.585, -6.086, 0.794], [4.283, -4.029, 0.685], [5.082, -7.592, 0.301], [4.891, -6.283, -0.893], [6.149, -6.168, 0.377], [4.088, -3.953, -0.387], [5.320, -3.765, 0.898], [3.620, -3.348, 1.221], [-1.051, -7.023, 4.437], [-1.854, -6.561, 2.885], [-2.703, -7.717, 2.458], [-0.352, -6.591, 1.883], [-1.816, -7.103, 5.211], [-0.547, -7.984, 4.324], [-0.331, -6.251, 4.718], [0.109, -7.580, 1.930], [0.345, -5.834, 2.248], [-0.621, -6.366, 0.850], [2.283, 1.768, 5.086], [1.477, 2.230, 3.536], [0.623, 1.075, 3.113], [2.975, 2.193, 2.528], [1.521, 1.692, 5.863], [2.784, 0.804, 4.973], [3.007, 2.538, 5.363], [3.433, 1.202, 2.575], [3.676, 2.948, 2.889], [2.703, 2.417, 1.495]], "mulliken_charge": [-0.688, -0.407, 0.833, 0.102, -0.805, 0.352, -1.057, -0.239, 0.433, -0.471, 0.460, -0.441, -0.309, 0.370, 0.385, 0.168, 0.155, 0.079, 0.266, 0.260, 0.313, 0.262, -1.042, 0.578, -0.495, -0.967, 0.331, 0.306, 0.366, 0.356, 0.366, 0.270, -0.991, 0.609, -0.647, -0.935, 0.318, 0.304, 0.361, 0.314, 0.354, 0.303, -0.932, 0.413, -0.482, -0.979, 0.275, 0.295, 0.397, 0.301, 0.383, 0.312, -1.000, 0.464, -0.522, -0.891, 0.320, 0.297, 0.397, 0.258, 0.417, 0.281, -0.923, 0.521, -0.648, -0.814, 0.322, 0.295, 0.328, 0.344, 0.286, 0.283, -1.065, 0.632, -0.701, -0.972, 0.326, 0.324, 0.375, 0.361, 0.408, 0.236]}

# 3
{"formula": "C19H46Cl6O10", "method": "ωB97M-V with the def2-TZVPD basis set", "multiplicity": 1, "homo_lumo_gap_ev": 9.9, "energy_ha": -4264.97857, "e_homo_ev": -9.6556, "smiles": "C1CCOC1.C1CCOC1.ClCCl.ClCCl.ClCCl.OCCO.OCCO.OCCO.OCCO", "e_lumo_ev": 0.27, "elements": ["C", "C", "C", "O", "C", "H", "H", "H", "H", "H", "H", "H", "H", "C", "C", "C", "O", "C", "H", "H", "H", "H", "H", "H", "H", "H", "C", "C", "O", "O", "H", "H", "H", "H", "H", "H", "C", "C", "O", "O", "H", "H", "H", "H", "H", "H", "C", "C", "O", "O", "H", "H", "H", "H", "H", "H", "C", "C", "O", "O", "H", "H", "H", "H", "H", "H", "C", "Cl", "Cl", "H", "H", "C", "Cl", "Cl", "H", "H", "C", "Cl", "Cl", "H", "H"], "positions_angstrom": [[0.447, 1.031, 0.903], [0.835, 1.797, -0.361], [0.612, 0.785, -1.441], [-0.547, 0.053, -1.026], [-0.713, 0.157, 0.383], [0.142, 1.704, 1.706], [1.288, 0.446, 1.281], [1.847, 2.176, -0.206], [0.158, 2.640, -0.528], [1.485, 0.131, -1.575], [0.387, 1.210, -2.423], [-0.640, -0.824, 0.860], [-1.667, 0.629, 0.624], [-3.699, -4.024, 1.115], [-4.565, -2.982, 0.419], [-4.073, -1.655, 1.011], [-2.924, -1.951, 1.797], [-2.417, -3.237, 1.387], [-3.513, -4.930, 0.535], [-4.124, -4.351, 2.064], [-5.619, -3.197, 0.614], [-4.466, -2.983, -0.666], [-4.798, -1.094, 1.600], [-3.736, -0.996, 0.197], [-1.836, -3.577, 2.241], [-1.817, -3.064, 0.487], [5.055, 0.065, 0.185], [4.206, -0.002, 1.442], [3.800, 1.302, 1.799], [6.386, 0.502, 0.447], [4.608, 0.682, -0.601], [5.167, -0.947, -0.212], [4.744, -0.489, 2.259], [3.350, -0.649, 1.186], [3.464, 1.325, 2.704], [6.350, 1.412, 0.764], [-0.577, -2.782, -2.356], [-1.813, -3.666, -2.453], [-1.532, -4.896, -1.814], [0.520, -3.260, -3.122], [-0.274, -2.728, -1.302], [-0.811, -1.774, -2.695], [-2.014, -3.751, -3.528], [-2.661, -3.157, -1.986], [-2.139, -5.565, -2.142], [0.780, -4.128, -2.798], [2.705, 0.374, -5.673], [1.788, -0.169, -4.614], [1.190, -1.379, -5.078], [2.078, 0.882, -6.826], [3.435, -0.397, -5.961], [3.312, 1.173, -5.237], [0.992, 0.537, -4.362], [2.385, -0.422, -3.730], [0.956, -1.947, -4.326], [1.515, 0.207, -7.219], [2.791, 3.435, 4.432], [1.642, 4.078, 3.687], [1.719, 3.839, 2.291], [2.734, 1.999, 4.395], [2.852, 3.766, 5.474], [3.754, 3.748, 4.011], [1.644, 5.162, 3.821], [0.696, 3.736, 4.131], [1.981, 2.912, 2.202], [3.007, 1.664, 5.251], [-3.852, 3.273, 0.994], [-4.316, 1.575, 1.308], [-2.110, 3.446, 1.231], [-4.045, 3.507, -0.044], [-4.395, 3.885, 1.702], [-1.084, 0.236, 4.521], [-1.928, 0.352, 6.042], [0.049, -1.114, 4.501], [-1.752, 0.146, 3.668], [-0.496, 1.139, 4.377], [-2.310, 1.886, -2.243], [-1.607, 1.045, -3.653], [-4.071, 1.688, -2.196], [-1.838, 1.404, -1.391], [-2.079, 2.945, -2.255]], "mulliken_charge": [0.220, -0.457, -0.168, -0.519, 1.015, 0.014, -0.132, 0.524, 0.157, -0.011, 0.306, 0.037, -0.943, -0.570, -0.773, -0.074, -0.305, 0.324, 0.292, 0.308, 0.355, 0.181, 0.294, 0.073, 0.407, -0.483, -0.617, -0.143, -0.454, -0.557, 0.278, 0.384, 0.344, 0.240, 0.223, 0.319, 0.420, -0.357, -0.542, -0.638, 0.161, -0.128, 0.533, 0.010, 0.299, 0.324, -0.780, 0.488, -0.608, -0.540, 0.342, 0.314, 0.008, 0.111, 0.258, 0.332, -0.533, -0.322, -0.477, -0.510, 0.525, 0.216, 0.378, 0.174, 0.195, 0.270, -0.473, -0.058, -0.058, 0.241, 0.372, 0.938, -0.180, -0.192, -0.131, -0.455, 0.718, -0.180, -0.181, -0.767, 0.394]}